Record 1
{"formula": "C3H5NO2", "method": "wB97M-V/def2-TZVPD", "elements": ["C", "C", "C", "H", "H", "H", "H", "H", "N", "O", "O"], "positions_angstrom": [[0.369676, 0.225525, -0.277455], [-0.963315, -0.541105, -0.280642], [-2.029379, 0.191881, 0.145847], [2.360693, 1.025342, 0.372564], [1.545683, -1.543611, 0.237429], [-1.040922, -1.594169, -0.369790], [-3.085370, -0.052493, 0.310254], [-1.880635, 1.312133, 0.129344], [1.502730, -0.534408, -0.083379], [2.719960, 0.089847, 0.023044], [0.500884, 1.421056, -0.207214]], "atomic_forces_ev_per_a": [[0.4, -2.3, 1.2], [-1.1, 2.4, 1.5], [1.0, 1.4, -1.5], [1.3, -2.2, -1.1], [-0.4, 2.0, -0.7], [0.4, -0.9, -0.2], [0.7, -0.7, -0.1], [0.1, -1.3, 0.4], [-0.9, -2.9, -0.3], [-1.3, 3.1, 1.3], [-0.3, 1.4, -0.5]], "smiles": "C=CC(=O)NO", "e_homo_ev": -9.3, "mol_weight_g_mol": 87.078}

=====

Record 2
{"formula": "C7H17NO", "method": "wB97M-V/def2-TZVPD", "elements": ["C", "C", "H", "H", "H", "H", "H", "H", "C", "C", "C", "C", "C", "O", "N", "H", "H", "H", "H", "H", "H", "H", "H", "H", "H", "H"], "positions_angstrom": [[1.163769, -2.616022, -1.451328], [-0.195243, -3.307186, -1.700266], [1.888832, -3.024478, -2.156377], [1.065448, -1.527172, -1.504132], [1.414651, -2.912103, -0.387806], [-0.482984, -3.197922, -2.744329], [-0.169015, -4.343486, -1.384548], [-0.936461, -2.917109, -1.033292], [0.554769, 1.664094, 0.008010], [1.869231, 0.901948, 0.183991], [-0.112055, 2.564509, 2.225389], [-2.023757, 0.204230, -0.350841], [-1.572086, 1.042500, 0.949728], [-2.399626, 0.895109, 1.830949], [-0.401124, 1.732742, 1.135279], [0.699115, 2.747979, -0.269154], [0.039873, 1.133607, -0.806560], [2.307557, 1.609076, 1.004932], [2.723993, 0.861845, -0.479412], [0.687458, 2.276834, 2.878523], [-1.254664, -0.277141, -0.938656], [-2.823516, 0.751402, -0.805178], [1.608011, 0.041976, 0.746472], [-0.097004, 3.702420, 1.951247], [-0.967171, 2.541872, 2.908429], [-2.588003, -0.549519, 0.188921]], "atomic_forces_ev_per_a": [[-0.8, -1.1, 1.4], [0.7, 0.3, 0.0], [0.2, 0.4, 0.2], [0.3, -0.2, -0.2], [0.3, 0.6, -1.2], [-0.3, -0.2, 0.1], [0.3, -0.4, -0.5], [-0.7, 0.7, 0.1], [-0.7, 1.1, -2.2], [0.5, 3.5, 4.2], [-1.8, 2.8, 1.3], [0.8, 0.3, 2.5], [-1.1, -1.5, 0.2], [0.1, 1.0, 0.7], [0.9, -2.0, -2.9], [0.2, -1.1, -0.2], [-0.1, 0.9, 0.2], [0.0, -1.5, -0.8], [-0.8, -0.2, -0.9], [1.0, -0.2, -0.2], [-0.2, 0.3, -0.5], [0.1, 0.6, -1.0], [0.3, -1.4, 0.0], [0.6, -2.0, 0.2], [-0.1, -0.2, -0.2], [0.2, -0.5, -0.2]], "smiles": "CCN(C)C(C)=O.CC", "e_homo_ev": -9.3, "mol_weight_g_mol": 131.219}

=====

Record 3
{"formula": "ClF3Si", "method": "wB97M-V/def2-TZVPD", "elements": ["F", "F", "F", "Si", "Cl"], "positions_angstrom": [[-1.559692, -0.992474, -1.714889], [1.343522, 0.882484, -0.350789], [0.817581, -0.587056, 1.620661], [0.122732, 0.227422, 0.460573], [-1.378861, 1.368754, 0.401860]], "atomic_forces_ev_per_a": [[1.5, 0.7, 1.8], [-1.2, -0.9, 0.7], [-1.1, 0.3, -0.6], [2.5, -1.2, -2.6], [-1.7, 1.0, 0.6]], "e_homo_ev": [-9.8, -10.4], "mol_weight_g_mol": 120.533}

=====

Record 4
{"formula": "C18H32AsF6N3O2PtSSi", "method": "wB97M-V/def2-TZVPD", "elements": ["Pt", "N", "C", "S", "N", "N", "C", "C", "C", "C", "C", "C", "C", "O", "H", "H", "H", "H", "H", "H", "H", "C", "O", "H", "H", "H", "H", "F", "As", "F", "F", "F", "F", "F", "C", "Si", "C", "C", "C", "C", "C", "C", "C", "C", "H", "H", "H", "H", "H", "H", "H", "H", "H", "H", "H", "H", "H", "H", "H", "H", "H", "H", "H", "H", "H"], "positions_angstrom": [[0.356481, -0.466973, 0.801641], [-2.514383, -2.442316, 3.232738], [-1.528913, -1.712244, 2.756716], [-0.352981, -2.380185, 1.730504], [-1.531017, -0.388328, 3.214033], [-0.557559, 0.255996, 2.740504], [-0.356627, 1.484894, 3.327573], [0.732668, 2.268484, 3.124713], [0.781353, 3.531691, 3.826888], [1.834329, 4.346053, 3.702616], [2.969307, 3.991776, 2.857806], [3.018176, 2.829905, 2.189226], [1.925922, 1.889630, 2.275132], [2.015969, 0.783498, 1.723397], [-2.541736, -3.436943, 3.066725], [-3.101077, -2.052204, 3.958531], [-1.105506, 1.797239, 4.046795], [-0.071989, 3.818193, 4.426557], [1.844241, 5.297487, 4.216671], [3.788960, 4.693487, 2.773011], [3.855396, 2.555351, 1.562995], [3.030363, -3.005012, 1.116863], [2.606570, -1.715042, 0.657171], [2.941224, -3.093833, 2.200824], [4.060063, -3.194921, 0.817529], [2.384678, -3.743866, 0.646604], [3.089075, -1.023155, 1.126175], [-0.070460, 1.713933, 0.029177], [-0.564692, 3.459447, -0.314842], [-0.434965, 3.735854, 1.396416], [1.119621, 3.777947, -0.471651], [-1.014608, 5.082693, -0.577724], [-0.667665, 3.064931, -1.975739], [-2.183064, 2.929545, -0.076961], [-0.491161, -3.270757, -1.336266], [-0.366107, -1.407491, -1.249331], [-2.368843, -0.837215, -1.427031], [-2.373987, 0.285127, -2.443085], [-2.766741, -0.378925, -0.035020], [-3.079829, -2.099365, -1.873525], [0.784134, -0.865051, -2.714790], [0.468855, -1.820511, -3.867547], [0.641614, 0.598850, -3.133597], [2.223093, -1.069411, -2.213920], [-0.916186, -3.578490, -2.286875], [-1.085981, -3.693146, -0.528475], [0.509846, -3.716434, -1.254597], [-1.739878, 1.115260, -2.157385], [-3.394403, 0.695186, -2.500735], [-2.113405, -0.064546, -3.440704], [-2.233786, 0.521916, 0.267002], [-2.640091, -1.172905, 0.699129], [-3.836568, -0.118576, -0.037037], [-2.738414, -2.452431, -2.846526], [-4.148751, -1.863046, -1.979234], [-3.006354, -2.907353, -1.147391], [-0.587160, -1.803962, -4.148999], [0.759401, -2.847977, -3.652142], [1.040657, -1.493784, -4.742692], [-0.247794, 0.788598, -3.721439], [1.502387, 0.858493, -3.761245], [0.650030, 1.279294, -2.287983], [2.405542, -2.077905, -1.838477], [2.476292, -0.361255, -1.423832], [2.916436, -0.895200, -3.044864]], "atomic_forces_ev_per_a": [[1.0, -0.1, 0.0], [0.1, 0.0, 0.5], [-0.1, -0.3, -0.3], [-0.3, -0.4, 0.2], [0.4, -0.3, 0.0], [-0.4, 0.8, 0.3], [0.0, 0.0, 0.0], [0.2, -0.1, -0.1], [0.0, -0.1, 0.1], [0.3, 0.1, -0.1], [-0.2, 0.1, 0.2], [-0.1, 0.1, -0.1], [0.0, -0.1, 0.0], [0.1, 0.5, 0.3], [-0.1, 0.0, -0.1], [0.0, 0.0, 0.0], [-0.1, 0.0, -0.1], [0.0, 0.0, 0.0], [0.0, 0.0, 0.0], [0.0, 0.0, 0.0], [0.0, 0.0, 0.0], [-0.1, 0.0, 0.1], [0.0, 0.1, 0.1], [0.0, 0.0, 0.0], [0.0, 0.0, 0.0], [0.0, 0.0, 0.0], [0.1, 0.0, 0.0], [0.2, -0.4, 0.0], [-0.2, 0.6, -0.1], [0.0, 0.0, 0.0], [0.1, -0.1, 0.1], [0.0, -0.1, 0.0], [0.0, 0.0, -0.1], [-0.1, -0.1, 0.1], [1.1, -0.3, 0.7], [-2.6, 0.2, -1.7], [3.3, -0.6, 0.6], [-1.2, 0.1, 0.1], [-1.1, 0.2, -0.4], [-0.9, 0.5, 0.0], [0.2, 0.1, 1.2], [0.1, 0.2, -0.2], [0.4, -0.1, -0.2], [0.1, -0.1, -0.5], [0.0, 0.1, 0.0], [-0.1, 0.0, -0.1], [-0.1, -0.1, -0.1], [0.1, 0.0, 0.0], [0.1, 0.0, -0.1], [0.0, 0.0, 0.0], [0.0, 0.0, 0.0], [0.0, 0.0, 0.0], [0.1, 0.0, 0.1], [0.0, 0.0, 0.0], [0.0, -0.1, 0.0], [0.0, 0.0, 0.0], [0.0, 0.0, 0.0], [0.0, 0.0, 0.0], [0.0, 0.0, 0.0], [0.0, 0.0, 0.0], [0.0, 0.0, 0.0], [0.0, 0.0, 0.0], [0.0, 0.0, 0.0], [0.0, 0.0, 0.0], [0.0, 0.0, 0.0]], "e_homo_ev": [-11.2, -11.2], "s2": 0.756, "mol_weight_g_mol": 766.614, "charge": 1, "spin_multiplicity": 2}

=====

Record 5
{"formula": "C4H8O2", "method": "wB97M-V/def2-TZVPD", "elements": ["C", "C", "C", "O", "C", "O", "H", "H", "H", "H", "H", "H", "H", "H"], "positions_angstrom": [[-0.481516, -1.437761, 0.713020], [0.171006, 1.397878, -0.372820], [1.250139, 0.782090, -0.854199], [0.906154, -1.517799, 0.452477], [-1.115255, 1.242649, -1.074328], [-2.185079, 1.621729, -0.652638], [-0.807484, -0.444892, 1.053066], [-0.788699, -2.179849, 1.457977], [-1.004169, -1.647459, -0.225234], [0.167216, 1.946697, 0.566616], [1.194840, 0.194762, -1.768466], [2.221297, 0.813320, -0.370170], [1.372367, -1.098677, 1.185134], [-1.035485, 0.713518, -2.051250]], "atomic_forces_ev_per_a": [[-0.4, -0.1, 0.0], [0.2, 0.0, -0.1], [-0.1, 0.2, -0.1], [0.2, -0.1, 0.2], [-0.2, 0.1, 0.1], [0.4, -0.1, -0.2], [0.2, -0.2, 0.0], [0.0, 0.1, -0.1], [0.1, 0.0, 0.1], [0.0, 0.0, -0.2], [0.0, 0.1, 0.1], [-0.2, 0.1, 0.0], [0.0, -0.2, -0.1], [-0.1, 0.1, 0.1]], "smiles": "C=CC=O.CO", "e_homo_ev": -9.9, "mol_weight_g_mol": 88.106}

=====

Record 6
{"formula": "C5H8O2", "method": "wB97M-V/def2-TZVPD", "elements": ["O", "C", "C", "C", "C", "O", "C", "H", "H", "H", "H", "H", "H", "H", "H"], "positions_angstrom": [[-0.038384, -1.484532, 2.214750], [-0.517326, -0.417313, 1.625659], [0.527508, 0.437331, 0.913138], [0.117759, 0.365134, -0.557091], [-0.345320, 1.503605, -1.351188], [0.956639, 0.951372, -1.535573], [-0.439321, -1.028966, -0.705676], [0.933980, -1.585012, 2.138835], [-1.143996, -1.060036, 0.184994], [1.562358, 0.053125, 0.999798], [0.488999, 1.444676, 1.340702], [-1.040258, 1.334488, -2.175774], [-0.378166, 2.501293, -0.913602], [0.362226, -1.776836, -0.597749], [-1.046698, -1.238330, -1.581223]], "atomic_forces_ev_per_a": [[0.2, 0.3, 0.2], [0.3, 0.4, 0.8], [0.0, 0.1, 0.1], [-0.3, -0.2, 0.3], [-0.3, 0.1, 0.1], [0.2, -0.2, 0.0], [-0.2, 0.0, -0.1], [0.0, 0.0, -0.1], [0.2, -0.5, -1.0], [-0.1, 0.0, 0.0], [0.1, -0.1, -0.1], [0.1, 0.0, 0.2], [0.1, -0.2, 0.0], [-0.4, 0.1, 0.0], [0.2, 0.1, -0.3]], "e_homo_ev": -8.6, "mol_weight_g_mol": 100.117}

=====

Record 7
{"formula": "C5H6OS2", "method": "wB97M-V/def2-TZVPD", "elements": ["C", "C", "C", "C", "C", "O", "S", "S", "H", "H", "H", "H", "H", "H"], "positions_angstrom": [[-0.107766, -2.048111, 0.907891], [-0.501244, -0.785959, 0.681493], [0.631862, -3.085263, 0.807335], [1.528910, 0.411720, -1.867453], [-1.655562, 1.748984, 1.161754], [1.287805, -4.040562, 0.824518], [-0.049660, 0.919310, -1.198980], [-1.836773, -0.078628, 1.360182], [2.430429, 0.661663, -1.350436], [1.672303, 0.708572, -2.872563], [1.443465, -0.655448, -1.844812], [-2.247813, 2.017092, 0.354299], [-0.573621, 1.971882, 0.915461], [-2.022335, 2.254746, 2.121310]], "atomic_forces_ev_per_a": [[-0.7, 3.0, -1.0], [1.0, -1.3, -1.1], [0.5, -0.2, 0.0], [-0.4, -1.0, 0.7], [1.6, -0.3, 2.2], [-0.1, -0.1, -0.1], [0.2, -1.1, 1.3], [-0.6, 1.1, 0.9], [0.3, 0.6, 0.8], [-0.3, 0.4, -1.2], [0.3, -0.8, -0.3], [-1.1, 0.7, -1.4], [-1.4, -0.2, 0.6], [0.6, -0.9, -1.3]], "e_homo_ev": [-8.4, -8.4], "mol_weight_g_mol": 146.236}

=====

Record 8
{"formula": "C28H19CdF3N4O9S", "method": "wB97M-V/def2-TZVPD", "elements": ["Cd", "O", "C", "O", "C", "C", "C", "C", "C", "C", "O", "N", "O", "O", "N", "O", "O", "H", "H", "F", "C", "F", "F", "C", "C", "C", "C", "N", "C", "S", "H", "H", "H", "C", "C", "C", "C", "C", "C", "N", "C", "C", "C", "C", "C", "C", "C", "O", "O", "C", "C", "H", "H", "H", "H", "H", "H", "H", "H", "H", "H", "H", "H", "H", "H"], "positions_angstrom": [[0.675802, 0.300787, 0.419903], [4.797650, 0.497393, 1.328368], [3.603015, 0.237338, 1.444278], [2.804671, 0.088902, 0.447062], [3.075969, 0.025511, 2.864032], [3.970118, -0.504811, 3.756263], [3.621802, -0.723206, 5.094846], [2.373993, -0.368254, 5.568995], [1.465962, 0.171403, 4.685666], [1.746290, 0.396923, 3.290936], [0.900040, 0.945158, 2.532057], [0.169326, 0.532607, 5.243383], [0.109961, 0.751455, 6.452452], [-0.803066, 0.564585, 4.518506], [4.576673, -1.305139, 6.003242], [5.678895, -1.618020, 5.573841], [4.258258, -1.451785, 7.178368], [4.965572, -0.735800, 3.407848], [2.105131, -0.513324, 6.602534], [-4.713153, 4.146867, -0.530537], [-3.518917, 3.525436, -0.729288], [-2.694270, 4.037119, 0.195857], [-3.081356, 3.981749, -1.927173], [-3.667355, 2.033802, -0.678149], [-4.928660, 1.504429, -1.069746], [-4.924532, 0.170220, -1.482257], [-3.874771, -0.659184, -1.218941], [-2.862126, -0.204272, -0.252637], [-2.565104, 1.246653, -0.484706], [-0.911580, 1.708571, -0.870884], [-5.782679, 2.147669, -1.205512], [-5.742533, -0.223212, -2.077844], [-3.679493, -1.629336, -1.647769], [-0.452007, -5.372596, 7.737307], [-1.058140, -4.107520, 7.187021], [-1.475555, -3.112561, 8.063556], [-1.998991, -1.924464, 7.578545], [-2.116747, -1.717466, 6.217250], [-1.723824, -2.712580, 5.322534], [-1.751247, -2.541346, 3.927208], [-2.605982, -1.739786, 3.199336], [-3.855651, -1.365050, 3.702354], [-4.705221, -0.575648, 2.955292], [-4.366373, -0.162200, 1.679664], [-3.159676, -0.578413, 1.148005], [-2.254061, -1.369320, 1.870855], [-0.913197, -1.769900, 1.290437], [-0.012865, -2.203280, 2.025981], [-0.733222, -1.571290, 0.033150], [-1.191809, -3.919540, 5.808197], [-0.738821, -4.973145, 4.834546], [-0.343176, -5.303388, 8.819725], [0.535509, -5.563138, 7.311779], [-1.070118, -6.247756, 7.517676], [-1.358784, -3.260514, 9.131537], [-2.273625, -1.130096, 8.261547], [-2.449156, -0.761463, 5.839620], [-0.852049, -2.644093, 3.447684], [-4.149570, -1.694211, 4.688282], [-5.659456, -0.279642, 3.375454], [-5.026558, 0.451919, 1.086582], [-1.969702, -0.725454, -0.442282], [-1.348928, -4.946727, 3.932394], [-0.793754, -5.972031, 5.266788], [0.295925, -4.805936, 4.519179]], "atomic_forces_ev_per_a": [[0.0, 0.4, -0.1], [0.0, -0.1, 0.0], [0.1, 0.1, 0.0], [-0.2, 0.0, 0.0], [0.1, 0.0, 0.0], [-0.1, 0.0, 0.0], [0.0, 0.0, 0.0], [0.0, 0.0, -0.1], [0.0, 0.0, 0.1], [0.0, 0.0, 0.0], [0.0, 0.0, -0.1], [-0.1, -0.2, 0.1], [0.1, 0.1, 0.0], [0.0, 0.0, 0.0], [0.1, 0.1, 0.1], [0.0, 0.0, 0.0], [0.0, 0.0, 0.0], [0.0, 0.0, 0.0], [0.0, 0.0, 0.0], [-0.1, 0.0, 0.0], [0.0, 0.0, 0.0], [0.0, 0.0, 0.1], [0.0, 0.0, -0.1], [0.0, 0.0, 0.0], [0.0, 0.0, 0.0], [0.0, 0.0, 0.0], [0.0, 0.0, 0.0], [0.0, 0.1, 0.0], [0.0, 0.0, 0.0], [0.1, -0.1, 0.0], [0.0, 0.0, 0.0], [0.0, 0.0, 0.0], [0.0, 0.0, 0.0], [0.0, 0.0, 0.0], [0.0, 0.0, 0.0], [0.0, 0.0, 0.0], [0.0, 0.0, 0.0], [0.0, 0.0, 0.0], [0.0, 0.0, 0.0], [0.1, 0.1, 0.1], [0.0, 0.0, -0.1], [0.0, 0.0, 0.0], [0.0, 0.0, 0.0], [0.0, 0.0, 0.0], [0.0, 0.0, 0.0], [0.0, 0.0, 0.1], [0.1, -0.2, 0.1], [-0.2, -0.1, 0.0], [0.2, 0.1, 0.1], [0.0, 0.0, 0.0], [0.0, 0.0, 0.0], [0.0, 0.0, 0.0], [0.0, 0.0, 0.0], [0.0, 0.0, 0.0], [0.0, 0.0, 0.0], [0.0, 0.0, 0.0], [0.0, 0.0, 0.0], [0.0, -0.1, 0.0], [0.0, 0.0, 0.0], [0.0, 0.0, 0.0], [0.0, 0.0, 0.0], [0.0, 0.0, 0.0], [0.0, 0.0, 0.0], [0.0, 0.0, 0.0], [0.0, 0.0, 0.0]], "e_homo_ev": -1.4, "mol_weight_g_mol": 756.952, "charge": -2}